--- a ---
Density functional theory data (the ωB97M-V functional and the def2-TZVPD basis) for a single C3H9O2P molecule.

The geometry in XYZ format:
```
15
Properties=species:S:1:pos:R:3:lowdin_charge:R:1
P 1.369 -0.034 -1.781 0.8753
O 0.208 -1.619 0.138 -0.0946
O 0.813 1.363 0.265 -0.1389
C -0.094 -0.545 -0.713 -0.6009
C -0.431 0.711 0.101 -0.4692
C -1.102 0.402 1.432 -0.0416
H 1.493 -1.309 -2.360 -0.1230
H 0.566 -2.340 -0.393 0.0824
H -0.950 -0.802 -1.361 0.1125
H 0.693 2.191 0.742 0.1032
H -1.094 1.340 -0.515 0.1397
H -1.317 1.325 1.968 0.0779
H 2.320 -0.329 -0.816 -0.0898
H -2.030 -0.133 1.260 0.0854
H -0.444 -0.220 2.032 0.0816
```

As for the LUMO energy: 0.0286 Ha. The HOMO energy is -9.05 eV.

***

--- b ---
Density functional theory data (the ωB97M-V functional and the def2-TZVPD basis) for 2 unconnected molecules or ions with the total composition C3H9O2P.

The geometry in XYZ format:
```
15
Properties=species:S:1:pos:R:3:lowdin_charge:R:1
P -1.809 1.190 0.151 0.9064
O -0.813 -0.892 1.556 0.0779
O -1.892 -1.076 -0.760 -0.2923
C -0.658 -0.226 0.464 -0.6569
C 1.663 0.566 0.010 -0.1146
C 0.576 -0.379 -0.383 -0.2694
H -0.992 1.358 -1.093 -0.0353
H -2.212 -1.903 -0.560 -0.0484
H 0.373 -0.157 -1.429 0.1081
H -0.262 -1.622 1.442 0.0893
H -0.925 2.255 0.502 -0.1277
H 0.936 -1.401 -0.211 0.1240
H 1.820 0.564 1.101 0.0887
H 1.641 1.584 -0.293 0.0593
H 2.555 0.139 -0.497 0.0908
```

As for the LUMO energy: 0.0193 Ha. The HOMO energy is -9.26 eV.

***

The most stable arrangement is a, and the next structure is 205.4 kJ/mol less stable.

***

--- a ---
Density functional theory data (the ωB97M-V functional and the def2-TZVPD basis) for 4 unconnected molecules or ions with the total composition CH9NO3.

The geometry in XYZ format:
```
14
Properties=species:S:1:pos:R:3:lowdin_charge:R:1
O -0.251 1.926 1.740 -0.0798
O 1.912 0.601 0.845 -0.1032
O -0.596 1.139 -1.163 -0.0763
N -0.764 -1.654 -1.599 -0.0020
C -0.387 -1.873 -0.348 -0.0732
H 2.682 1.181 0.667 0.0527
H 0.040 1.071 -1.878 0.0460
H -0.548 -2.834 0.171 0.0700
H 1.112 1.075 1.121 -0.0441
H 0.210 -1.064 0.137 0.0490
H -0.385 1.210 2.388 0.0613
H -0.952 0.240 -1.179 -0.0298
H -1.247 -2.535 -1.909 0.0589
H -0.826 1.516 1.007 0.0707
```

As for the LUMO energy: 0.0212 Ha. The HOMO energy is -10.67 eV.

***

--- b ---
Density functional theory data (the ωB97M-V functional and the def2-TZVPD basis) for 4 unconnected molecules or ions with the total composition CH9NO3.

The geometry in XYZ format:
```
14
Properties=species:S:1:pos:R:3:lowdin_charge:R:1
O -0.068 -1.115 -2.257 -0.0706
O -0.668 -2.016 0.500 -0.0789
O 0.880 1.221 -1.127 -0.0648
N 0.206 0.679 1.604 0.0221
C -0.407 1.725 1.924 -0.1333
H -0.170 -0.267 1.695 0.0332
H -0.068 1.421 -1.033 0.0559
H 0.074 2.697 1.859 0.0606
H -0.015 -2.746 0.433 0.0619
H 0.715 -1.580 -2.601 0.0612
H -0.742 -1.696 -0.403 -0.0053
H 1.183 1.409 -0.239 0.0120
H -1.474 1.711 2.180 0.0679
H 0.332 -0.348 -1.834 -0.0220
```

As for the LUMO energy: 0.0305 Ha. The HOMO energy is -9.88 eV.

***

The most stable arrangement is b, and the next structure is 33.4 kJ/mol less stable.

***

--- a ---
Density functional theory data (the ωB97M-V functional and the def2-TZVPD basis) for a gas-phase ion, C5H12N2 (charge +1).

The geometry in XYZ format:
```
19
Properties=species:S:1:pos:R:3:lowdin_charge:R:1
N -1.672 0.295 -1.551 0.0007
N 3.350 0.155 -0.145 0.1957
C -1.776 0.954 -0.237 -0.2945
C -1.529 -0.074 0.892 -0.1936
C -0.137 -0.641 1.010 -0.1444
C 2.234 -0.528 0.327 -0.0487
C 0.959 -0.170 0.037 0.0436
H -0.167 -1.807 0.901 0.1857
H -1.030 1.807 -0.183 0.1306
H -2.746 1.396 -0.061 0.1025
H 3.004 0.707 -0.874 0.0960
H 0.846 0.136 -0.994 0.1303
H -1.837 0.564 1.762 0.1302
H -2.325 -0.477 -1.519 0.0773
H 2.501 -1.521 0.844 0.1904
H -2.316 -0.912 0.797 0.1451
H 0.410 -0.497 1.859 0.0799
H 4.013 -0.376 -0.599 0.1009
H -1.782 0.989 -2.267 0.0721
```

As for the LUMO energy (spin up / spin down): -0.1642 / -0.2690 Ha. Its expectation value of S² is 0.756. The HOMO energy (spin up / spin down) is -12.94 / -12.94 eV. The spin multiplicity is 2. The charge is +1.

***

--- b ---
Density functional theory data (the ωB97M-V functional and the def2-TZVPD basis) for a gas-phase ion, C5H12N2 (charge +1).

The geometry in XYZ format:
```
19
Properties=species:S:1:pos:R:3:lowdin_charge:R:1
N 0.944 0.077 2.827 0.3116
N 0.217 -1.224 0.893 0.1244
C -1.840 0.557 -1.097 -0.1670
C 0.679 0.351 -1.016 -0.2240
C 0.637 -1.086 -0.565 -0.1719
C -0.570 1.110 -0.581 -0.3088
C 1.158 -0.690 1.815 -0.1240
H 1.543 0.125 3.626 0.1098
H 1.645 -1.528 -0.650 0.1347
H 2.105 -0.981 1.434 0.1427
H -0.437 2.271 -0.893 0.1706
H -0.681 -0.842 1.169 0.1275
H 1.710 0.622 -0.641 0.1252
H 0.796 0.266 -2.172 0.1655
H -2.699 1.385 -0.820 0.1398
H -0.715 1.019 0.565 0.1106
H -0.245 -1.482 -1.165 0.1431
H -2.325 -0.315 -0.520 0.0911
H -1.923 0.365 -2.209 0.0991
```

As for the LUMO energy (spin up / spin down): -0.1630 / -0.3240 Ha. Its expectation value of S² is 0.784. The HOMO energy (spin up / spin down) is -14.86 / -14.81 eV. The spin multiplicity is 2. The charge is +1.

***

The most stable arrangement is a, and the next structure is 109.9 kJ/mol less stable.

***

--- a ---
Density functional theory data (the ωB97M-V functional and the def2-TZVPD basis) for a gas-phase ion, C5H11N4 (charge +1).

The geometry in XYZ format:
```
20
Properties=species:S:1:pos:R:3:lowdin_charge:R:1
N 2.830 -1.282 -1.783 0.1031
N 1.176 -0.391 -0.804 -0.0228
N -0.130 0.020 0.278 -0.1945
N 1.217 0.190 -1.933 0.0849
C 2.170 -1.341 -0.661 -0.0859
C -1.331 -0.310 -0.513 0.0039
C 2.256 -0.367 -2.581 -0.1030
C 0.006 1.493 0.425 0.0048
C -0.063 -0.701 1.639 0.0380
H -0.904 1.816 0.861 0.0916
H -0.624 -0.156 2.413 0.1284
H 0.921 1.697 1.103 0.1549
H 2.338 -1.990 0.101 0.0978
H -1.810 -1.290 -0.329 0.1303
H -1.215 -0.001 -1.511 0.0860
H -0.255 -1.727 1.615 0.0838
H 0.051 1.873 -0.612 0.1082
H 2.557 -0.150 -3.508 0.0846
H 0.913 -0.859 2.065 0.0992
H -2.088 0.315 -0.063 0.1066
```

As for the LUMO energy: -0.1764 Ha. The HOMO energy is -14.17 eV. The charge is +1.

***

--- b ---
Density functional theory data (the ωB97M-V functional and the def2-TZVPD basis) for a gas-phase ion, C5H11N4 (charge +1).

The geometry in XYZ format:
```
20
Properties=species:S:1:pos:R:3:lowdin_charge:R:1
N -1.693 -0.374 -0.987 0.0565
N 0.991 0.206 0.652 0.1992
N -1.944 0.467 -0.070 -0.1388
N 1.332 -0.194 -0.384 0.1029
C 0.274 -0.125 2.901 -0.0166
C 1.433 0.551 -2.606 0.0187
C -1.285 0.724 1.040 -0.0580
C 1.945 -0.336 -1.460 0.0142
C -0.133 -0.187 1.382 -0.3786
H -2.891 0.911 -0.087 0.1933
H -1.641 1.576 1.569 0.1212
H -0.485 -1.271 1.184 0.1744
H 2.589 -1.158 -1.509 0.1380
H 1.624 1.532 -2.279 0.0781
H 1.112 -0.786 3.007 0.0682
H 1.870 0.469 -3.562 0.0807
H -2.337 -0.535 -1.752 0.0728
H -0.614 -0.443 3.512 0.1157
H 0.715 0.897 2.865 0.0964
H 0.373 0.417 -2.552 0.0616
```

As for the LUMO energy (spin up / spin down): -0.1706 / -0.1706 Ha. The HOMO energy (spin up / spin down) is -12.24 / -12.24 eV. The charge is +1.

***

The most stable arrangement is a, and the next structure is 128.3 kJ/mol less stable.

***

--- a ---
Density functional theory data (the ωB97M-V functional and the def2-TZVPD basis) for a molecular structure, C3H5O2S2.

The geometry in XYZ format:
```
12
Properties=species:S:1:pos:R:3:lowdin_charge:R:1
S 1.148 -2.068 -0.482 0.5972
S 0.781 0.259 1.446 0.6624
O -1.389 -0.668 -1.652 -0.0096
O -2.326 -0.115 0.402 -0.0230
C 0.823 1.632 0.211 -0.4103
C 0.041 -1.111 0.520 -0.9706
C -1.579 -0.498 -0.487 -0.6567
H 1.321 2.530 0.680 0.0360
H 1.249 1.137 -0.596 -0.0138
H -0.100 2.126 0.022 0.0089
H -0.333 -1.564 1.393 -0.0371
H 0.363 -1.658 -1.457 -0.1834
```

As for the LUMO energy: 0.1264 Ha. The HOMO energy is -3.57 eV. The charge is -1.

***

--- b ---
Density functional theory data (the ωB97M-V functional and the def2-TZVPD basis) for 2 unconnected molecules or ions with the total composition C3H5O2S2.

The geometry in XYZ format:
```
12
Properties=species:S:1:pos:R:3:lowdin_charge:R:1
S -0.332 -0.822 1.401 0.6883
S 0.819 1.970 0.920 0.4950
O 2.878 -1.394 0.082 0.0351
O 2.276 0.449 -1.039 -0.0580
C -0.808 -0.738 -0.333 -0.4099
C 1.112 0.196 1.378 -0.9123
C 2.356 -0.373 -0.185 -0.7095
H -1.316 0.111 -0.454 -0.0301
H 1.767 0.246 2.191 -0.0318
H 0.017 -0.818 -1.040 0.0472
H 1.572 1.864 -0.321 -0.0964
H -1.314 -1.555 -0.628 -0.0177
```

As for the LUMO energy: 0.1266 Ha. The HOMO energy is -3.24 eV. The charge is -1.

***

--- c ---
Density functional theory data (the ωB97M-V functional and the def2-TZVPD basis) for 2 unconnected molecules or ions with the total composition C3H5O2S2.

The geometry in XYZ format:
```
12
Properties=species:S:1:pos:R:3:lowdin_charge:R:1
S -1.574 0.483 -0.552 0.2565
S -2.758 -0.583 0.814 -0.1939
O 2.429 -1.183 0.358 -0.0337
O 3.494 0.635 -0.494 -0.0317
C 0.111 0.512 0.317 -0.5206
C 2.548 -0.107 -0.231 -0.7480
C 1.140 0.434 -0.729 -0.2220
H 0.045 -0.886 -1.851 0.2435
H -0.017 -0.416 0.891 0.0439
H 0.139 1.315 1.052 0.0992
H 1.171 1.351 -1.331 0.1193
H 0.686 -0.343 -1.467 -0.0124
```

As for the LUMO energy: 0.0459 Ha. The HOMO energy is -3.98 eV. The charge is -1.

***

The most stable arrangement is a, and the next structure is 28.5 kJ/mol less stable.

***

--- a ---
Density functional theory data (the ωB97M-V functional and the def2-TZVPD basis) for a molecular structure, C3H3F2NO.

The geometry in XYZ format:
```
10
Properties=species:S:1:pos:R:3:lowdin_charge:R:1
F 1.853 -0.616 0.670 -0.0056
F 1.007 1.380 1.190 0.0745
O -1.285 0.547 -1.034 -0.0323
N -1.544 -1.153 1.848 0.1950
C -0.529 -0.342 -0.346 -0.2661
C -1.233 -0.743 0.845 -0.1836
C 1.109 0.475 0.219 -0.2298
H -0.039 -1.169 -0.851 0.1345
H 1.768 0.904 -0.488 0.1255
H -1.106 0.718 -2.052 0.1879
```

As for the LUMO energy: 0.0025 Ha. The HOMO energy is -10.49 eV.

***

--- b ---
Density functional theory data (the ωB97M-V functional and the def2-TZVPD basis) for 2 unconnected molecules or ions with the total composition C3H3F2NO.

The geometry in XYZ format:
```
10
Properties=species:S:1:pos:R:3:lowdin_charge:R:1
F 0.027 -2.148 -0.742 -0.0525
F -0.365 1.078 1.781 -0.0131
O 0.051 1.462 -1.558 0.1721
N 2.155 -0.633 0.214 0.2026
C -0.849 0.815 0.529 -0.1607
C 0.187 0.872 -0.528 -0.3609
C 1.283 -0.033 -0.178 -0.1427
H 0.721 -2.732 -0.595 0.0831
H -1.733 1.409 0.425 0.1247
H -1.477 -0.090 0.652 0.1475
```

As for the LUMO energy: -0.0286 Ha. The HOMO energy is -11.62 eV.

***

The most stable arrangement is b, and the next structure is 54.5 kJ/mol less stable.